#w
Entry from the Open Molecules 2025 dataset: 8 unconnected molecules or ions with the total composition H16O8 (ωB97M-V/def2-TZVPD).

Each line ends with the natural charge from an NBO analysis.
Geometry (Å):
O: 27.44879 -7.09086 -29.18893  -0.975
H: 28.38622 -7.34490 -29.14400  0.492
H: 26.96618 -7.83638 -28.81436  0.479
O: 26.71759 -4.25833 -28.92169  -0.962
H: 27.15338 -5.10479 -29.10896  0.489
H: 25.83474 -4.50096 -28.62642  0.466
O: 30.25589 -7.60298 -29.71095  -0.929
H: 30.03493 -8.41326 -30.19073  0.482
H: 30.85207 -7.89519 -29.01690  0.464
O: 30.11724 -2.72540 -29.12893  -0.963
H: 29.86193 -3.48952 -28.57496  0.482
H: 29.37987 -2.60917 -29.73629  0.466
O: 28.51952 -3.17380 -26.20914  -0.965
H: 27.62396 -3.18827 -26.56339  0.469
H: 29.03159 -3.73012 -26.82665  0.480
O: 34.16181 -4.85938 -28.16063  -0.967
H: 33.87962 -4.19464 -28.79868  0.473
H: 33.34824 -5.34246 -27.92214  0.478
O: 32.12750 -6.25871 -26.91958  -0.947
H: 32.12675 -7.17030 -27.23287  0.475
H: 32.42889 -6.31705 -26.00201  0.505
O: 29.66845 -5.16560 -27.86366  -0.976
H: 28.95212 -5.81221 -27.87369  0.485
H: 30.45132 -5.64327 -27.52466  0.501

As for the SMILES: O.O.O.O.O.O.O.O. For the gap between HOMO and LUMO, the calculation gives 9.411 eV.



#x
Entry from the Open Molecules 2025 dataset: 8 unconnected molecules or ions with the total composition H16O8 (ωB97M-V/def2-TZVPD).

Each line ends with the natural charge from an NBO analysis.
Geometry (Å):
O: -1.37133 -3.16629 -0.12450  -0.935
H: -1.99333 -2.58729 0.57650  0.468
H: -0.52133 -3.05629 0.16050  0.463
O: 1.85667 -0.26429 -2.19050  -0.979
H: 2.72267 -0.66729 -1.89750  0.464
H: 1.15067 -0.32329 -1.45950  0.487
O: -2.32733 0.61871 -2.76350  -0.932
H: -1.48033 1.00571 -2.96450  0.458
H: -2.37233 0.83471 -1.81850  0.464
O: 0.38367 2.24371 0.69050  -0.971
H: -0.44433 2.37571 1.16150  0.498
H: 0.88067 3.09671 0.66250  0.508
O: 1.16267 -2.03629 0.79950  -1.003
H: 1.16667 -1.70029 1.69250  0.498
H: 1.90267 -2.67029 0.48550  0.524
O: 2.54967 1.62071 2.46750  -0.956
H: 2.38367 0.69971 2.69050  0.464
H: 2.08067 1.84971 1.61050  0.482
O: -0.26933 -0.00129 -0.36450  -0.961
H: 0.24667 -0.65429 0.01150  0.482
H: 0.05867 0.77571 0.00550  0.479
O: -2.86933 0.45371 0.17250  -0.912
H: -2.03633 0.23571 0.10250  0.467
H: -2.86033 1.31671 0.29350  0.441

As for the SMILES: O.O.O.O.O.O.O.O. For the gap between HOMO and LUMO, the calculation gives 10.076 eV.



#y
Entry from the Open Molecules 2025 dataset: 8 unconnected molecules or ions with the total composition H16O8 (ωB97M-V/def2-TZVPD).

Each line ends with the natural charge from an NBO analysis.
Geometry (Å):
O: 0.93196 1.38100 -2.14519  -0.953
H: 1.89104 1.38134 -2.24444  0.472
H: 0.69187 2.31158 -2.02690  0.491
O: 1.98604 -2.87591 -1.10393  -0.954
H: 2.44181 -2.02709 -1.05728  0.471
H: 2.54316 -3.41836 -1.67418  0.488
O: -3.01517 0.25652 0.41687  -0.971
H: -3.10719 1.21597 0.46691  0.479
H: -2.07631 0.11371 0.20006  0.478
O: -0.33634 -0.39957 -0.13321  -0.980
H: 0.03551 0.34953 -0.62957  0.501
H: 0.32807 -1.09487 -0.18403  0.484
O: 0.27751 -4.35158 0.48210  -0.947
H: 1.11343 -4.73714 0.75767  0.461
H: 0.52833 -3.52745 0.04329  0.480
O: 1.07187 3.34847 0.47587  -0.960
H: 1.57691 2.56210 0.72136  0.483
H: 1.73537 4.01767 0.27061  0.485
O: -1.13911 -1.47632 2.49252  -0.958
H: -1.74753 -2.15168 2.17525  0.473
H: -1.13250 -0.80765 1.78955  0.481
O: -1.75976 3.08227 0.07033  -0.967
H: -0.83622 2.93663 0.34044  0.489
H: -2.00275 3.91081 0.49591  0.471

As for the SMILES: O.O.O.O.O.O.O.O. For the gap between HOMO and LUMO, the calculation gives 9.582 eV.



#z
Entry from the Open Molecules 2025 dataset: 8 unconnected molecules or ions with the total composition H16O8 (ωB97M-V/def2-TZVPD).

Each line ends with the natural charge from an NBO analysis.
Geometry (Å):
H: -0.16390 1.22019 0.22561  0.465
H: -0.99283 0.04404 -0.09900  0.468
H: 1.12469 -0.34924 1.62993  0.483
H: 1.61418 -1.74574 1.41845  0.468
H: 0.79888 3.94492 -3.10740  0.466
H: 0.43089 2.60675 -2.47370  0.478
H: -3.85491 -0.47837 0.08520  0.466
H: -3.37296 -1.84963 0.54214  0.468
H: -1.06659 -1.95250 -0.71266  0.451
H: 0.28262 -2.31965 -0.03850  0.473
H: -0.68812 -2.55988 3.57007  0.470
H: 0.20625 -1.40944 2.88112  0.479
H: 1.34769 3.09181 1.47372  0.489
H: 1.82923 1.75069 2.26875  0.485
H: 1.19733 0.27801 -2.64925  0.482
H: 1.56098 0.19174 -4.14453  0.467
O: -0.24530 0.52709 -0.42892  -0.940
O: 0.84288 -1.21715 1.24246  -0.920
O: 1.04643 3.02888 -3.12798  -0.945
O: -4.09142 -1.36425 0.13996  -0.933
O: -0.23081 -1.60402 -0.44416  -0.922
O: -0.32341 -1.62757 3.65967  -0.980
O: 1.30965 2.13765 1.45883  -0.970
O: 1.43854 -0.34434 -3.36983  -0.949

As for the SMILES: O.O.O.O.O.O.O.O. For the gap between HOMO and LUMO, the calculation gives 10.129 eV.



It comes down to #w, which is 5.8 kJ/mol more stable than the next structure.